DFT (ωB97M-V/def2-TZVPD) results for a molecular structure, C22H13BCl2F4MoN4O3STe.

ORCA input file:
```
! wB97M-V def2-TZVPD RIJCOSX def2/J DEFGRID3
* xyz -2 1
F -1.89081 3.27169 -0.54241
H -3.50891 -3.26318 1.55302
C -1.33234 1.93630 2.59207
C 3.70398 0.79187 -3.52165
N 0.20596 -2.18561 -1.18529
H 2.81406 2.19655 0.82281
C -1.37951 -3.37680 -2.50965
H 1.77173 -3.82697 -3.64731
N 0.91667 2.07723 1.59316
O -3.24801 -2.61168 -0.62173
C 2.08472 2.69821 1.44823
S 5.30061 -1.08750 -2.96686
F -0.63569 1.35186 -0.70649
H 1.54613 5.49460 3.26185
O -2.19499 2.50654 3.25187
C 5.35803 -0.46073 -4.56483
C 0.94443 -3.47891 -3.04291
O 0.94141 -0.91648 1.84010
Cl -4.80142 -0.97378 5.64539
H -2.41862 -3.63147 -2.65844
C -0.03167 2.66187 2.32904
H 2.92581 1.53794 -3.43633
H 6.04321 -0.85176 -5.30101
C -3.92178 -1.15108 4.15032
C -4.06917 -2.28172 3.36152
C 1.36983 4.53246 2.79477
C -2.11079 -2.18612 -0.43978
H -0.66518 4.30553 3.51288
C 0.15337 3.89305 2.94190
C -3.36821 -2.39382 2.17414
F -2.45677 1.66283 -2.09036
B -1.42597 2.35193 -1.47335
C 4.05184 -0.01096 -2.46370
H -2.98456 0.75464 4.35786
Cl -5.13824 -3.57680 3.83084
Te 3.26817 -0.09400 -0.51402
C -3.07177 -0.13303 3.75400
C -0.36515 -3.83182 -3.33167
F -0.56512 2.93231 -2.38844
C -2.34234 -0.24611 2.57429
N -1.38168 0.67509 2.10775
C -2.49724 -1.38737 1.76962
C 4.44357 0.54011 -4.71029
H 3.32380 4.38370 1.89219
C 2.35618 3.92281 2.03991
H 2.17958 -2.32257 -1.67835
C -1.04102 -2.56040 -1.43669
Mo -0.06530 -0.15056 0.78885
C 1.18414 -2.64906 -1.95828
N -1.68100 -1.45493 0.62013
H -0.59013 -4.46528 -4.18208
H 4.29616 1.08134 -5.63657
*
```

The energy relative to the best compared isomer or geometry (same formula, charge and spin) comes out at 200.6 kJ/mol. The calculation puts the largest force on an atom at 0.68 eV/A. For the total energy, the calculation gives -91714.79995 eV. The calculation puts the gap between HOMO and LUMO at 5.38 eV.